Entry 1:
ORCA calculation (wB97M-V/def2-TZVPD) on a cluster of 2 separate species, C5H14 in total.

XYZ file:
```
19
Properties=species:S:1:pos:R:3:lowdin_charge:R:1
C -1.537 -0.243 1.958 -0.259
C 0.645 -1.088 -1.754 -0.231
C 1.661 -0.585 -0.710 -0.368
C -1.895 0.815 0.869 -0.271
C 1.602 0.941 -0.487 -0.337
H 2.591 1.385 -0.516 0.005
H -0.995 1.076 0.333 0.009
H 1.137 -1.125 -2.737 0.041
H 2.665 -0.850 -1.023 0.064
H -1.665 0.185 2.958 0.033
H -2.217 -1.098 1.936 0.034
H -0.502 -0.563 1.856 0.032
H 0.975 1.357 0.295 0.015
H -2.417 1.620 1.392 0.032
H -2.649 0.458 0.160 0.032
H 1.113 1.359 -1.374 0.025
H -0.222 -0.445 -1.863 0.038
H 1.411 -1.100 0.224 0.071
H 0.299 -2.098 -1.518 0.034
```

Summary:
HOMO-LUMO gap (spin up / spin down) = 2.69 / 11.97 eV
molar mass = 74.17 g/mol
spin multiplicity = 2
DFT total energy = -5409.9437 eV
lowest unoccupied orbital energy (spin up / spin down) = 4.31 / 4.37 eV
charge = -1

=====

Entry 2:
ORCA calculation (wB97M-V/def2-TZVPD) on a cluster of 2 separate species, C5H14 in total.

XYZ file:
```
19
Properties=species:S:1:pos:R:3:lowdin_charge:R:1
C -0.642 1.727 -0.500 -0.318
C 0.952 -2.610 -0.326 -0.133
C -0.669 1.432 1.023 -0.138
C 0.579 2.511 -1.000 -0.146
C -0.196 -2.887 0.692 -0.169
H -0.644 -1.997 1.174 0.059
H 0.473 3.539 -0.601 0.073
H -1.779 1.158 1.031 0.084
H 0.445 -2.777 -1.310 0.073
H 0.266 -3.494 1.447 0.046
H 0.671 2.626 -2.058 0.050
H -0.043 0.770 1.584 0.050
H 1.084 -1.568 -0.225 0.033
H 1.650 -3.393 -0.144 0.052
H -0.642 0.767 -1.059 0.097
H 1.518 2.111 -0.619 0.065
H -0.831 2.293 1.652 0.051
H -1.039 -3.441 0.384 0.038
H -1.534 2.479 -0.624 0.132
```

Summary:
HOMO-LUMO gap = 12.11 eV
molar mass = 74.17 g/mol
DFT total energy = -5410.5482 eV
lowest unoccupied orbital energy = 1.09 eV

=====

Entry 3:
ORCA calculation (wB97M-V/def2-TZVPD) on a cluster of 2 separate species, C5H14 in total.

XYZ file:
```
19
Properties=species:S:1:pos:R:3:lowdin_charge:R:1
C -1.959 -0.542 -1.976 -0.150
C 0.372 0.602 1.114 -0.325
C 0.471 0.866 2.629 -0.121
C -0.399 -0.640 -2.079 -0.168
C 1.637 -0.165 0.681 -0.130
H 1.545 -1.173 1.082 0.075
H -2.193 0.473 -2.295 0.058
H 0.758 -0.082 3.070 0.068
H -0.527 0.063 0.800 0.083
H -2.237 -0.791 -0.967 0.047
H 0.261 1.548 0.576 0.096
H -2.451 -1.179 -2.709 0.056
H 2.549 0.388 0.923 0.075
H 0.035 0.306 -1.793 0.046
H 1.079 1.760 2.760 0.070
H -0.094 -0.992 -3.063 0.060
H -0.103 -1.445 -1.403 0.056
H 1.730 -0.228 -0.398 0.038
H -0.475 1.232 3.049 0.065
```

Summary:
HOMO-LUMO gap = 12.57 eV
molar mass = 74.17 g/mol
DFT total energy = -5411.5186 eV
lowest unoccupied orbital energy = 1.15 eV

=====

Entry 4:
ORCA calculation (wB97M-V/def2-TZVPD) on a cluster of 2 separate species, C5H14 in total.

XYZ file:
```
19
Properties=species:S:1:pos:R:3:lowdin_charge:R:1
C 1.521 0.735 0.546 -0.315
C 2.365 0.853 1.802 -0.135
C -2.201 -0.454 -1.762 -0.158
C -0.001 0.663 0.811 -0.103
C -1.519 -1.727 -1.309 -0.187
H 1.832 -0.160 -0.002 0.091
H -0.500 -0.233 0.474 0.025
H -1.799 0.387 -1.215 0.036
H -2.051 -0.261 -2.827 0.067
H -0.428 1.564 0.359 0.071
H -0.136 0.753 1.886 0.066
H -3.281 -0.509 -1.642 0.063
H 1.758 1.523 -0.169 0.094
H 3.433 0.853 1.568 0.068
H 2.192 1.811 2.292 0.068
H -1.643 -1.998 -0.260 0.059
H -1.725 -2.632 -1.867 0.061
H 2.117 0.079 2.527 0.071
H -0.435 -1.572 -1.292 0.056
```

Summary:
HOMO-LUMO gap = 12.38 eV
molar mass = 74.17 g/mol
DFT total energy = -5411.7041 eV
lowest unoccupied orbital energy = 1.18 eV

=====

Entry 5:
ORCA calculation (wB97M-V/def2-TZVPD) on a cluster of 2 separate species, C5H14 in total.

XYZ file:
```
19
Properties=species:S:1:pos:R:3:lowdin_charge:R:1
C -0.883 -0.970 1.939 -0.161
C 1.411 0.586 -1.664 -0.311
C 0.371 1.328 -0.824 -0.129
C 1.334 -0.946 -1.523 -0.116
C -1.949 0.105 1.675 -0.174
H 1.231 0.853 -2.706 0.091
H -2.408 -0.075 0.700 0.058
H 2.431 0.928 -1.484 0.098
H -0.512 -0.956 2.953 0.058
H -1.471 1.085 1.675 0.053
H -1.350 -1.911 1.653 0.064
H 0.361 -1.228 -1.170 0.047
H -0.006 -0.816 1.309 0.037
H -2.767 0.065 2.395 0.060
H 1.587 -1.448 -2.444 0.060
H 0.697 1.377 0.225 0.070
H -0.626 0.927 -0.928 0.065
H 0.527 2.370 -1.043 0.060
H 2.021 -1.275 -0.737 0.070
```

Summary:
HOMO-LUMO gap = 12.31 eV
molar mass = 74.17 g/mol
DFT total energy = -5411.6975 eV
lowest unoccupied orbital energy = 1.16 eV

=====

Entry 6:
ORCA calculation (wB97M-V/def2-TZVPD) on a cluster of 2 separate species, C5H14 in total.

XYZ file:
```
19
Properties=species:S:1:pos:R:3:lowdin_charge:R:1
C -1.436 -1.617 -0.528 -0.108
C -1.815 0.023 1.397 -0.133
C -2.011 -0.237 -0.104 -0.310
C 2.153 1.267 0.182 -0.165
C 2.885 0.584 -0.962 -0.180
H 2.927 1.224 -1.843 0.060
H -1.600 0.554 -0.734 0.087
H 2.433 -0.358 -1.292 0.055
H 2.054 0.613 1.044 0.057
H -2.213 0.972 1.745 0.065
H -3.087 -0.224 -0.282 0.089
H -2.291 -0.800 1.937 0.069
H 2.638 2.195 0.473 0.061
H -2.185 -2.083 -1.150 0.061
H 3.902 0.218 -0.790 0.060
H -0.431 -1.588 -0.943 0.057
H 1.133 1.489 -0.128 0.053
H -0.773 -0.092 1.691 0.058
H -1.197 -2.146 0.401 0.062
```

Summary:
HOMO-LUMO gap = 12.46 eV
molar mass = 74.17 g/mol
DFT total energy = -5411.6669 eV
lowest unoccupied orbital energy = 1.13 eV

=====

Entry 7:
ORCA calculation (wB97M-V/def2-TZVPD) on a cluster of 2 separate species, C5H14 in total.

XYZ file:
```
19
Properties=species:S:1:pos:R:3:lowdin_charge:R:1
C 1.965 1.416 -1.914 -0.176
C -0.931 -1.583 0.995 -0.321
C -0.859 -0.095 1.100 -0.124
C 2.043 2.309 -0.701 -0.188
C -2.329 -2.216 0.624 -0.110
H -0.686 -2.086 1.942 0.092
H 1.498 1.872 -2.795 0.063
H -0.232 -2.063 0.315 0.091
H -1.847 0.369 1.048 0.071
H -2.337 -3.228 1.003 0.059
H -0.278 0.254 1.952 0.071
H -0.341 0.351 0.239 0.051
H -3.157 -1.629 1.021 0.059
H -2.389 -2.088 -0.458 0.064
H 1.089 2.618 -0.283 0.056
H 2.721 3.166 -0.732 0.061
H 1.370 0.530 -1.714 0.050
H 2.964 1.148 -2.260 0.064
H 2.556 1.759 0.104 0.065
```

Summary:
HOMO-LUMO gap = 12.15 eV
molar mass = 74.17 g/mol
DFT total energy = -5411.5088 eV
lowest unoccupied orbital energy = 1.11 eV

=====

Entry 8:
ORCA calculation (wB97M-V/def2-TZVPD) on a cluster of 2 separate species, C5H14 in total.

XYZ file:
```
19
Properties=species:S:1:pos:R:3:lowdin_charge:R:1
C -0.188 -0.534 2.992 -0.100
C -0.800 0.445 -1.875 -0.194
C -0.020 0.262 1.642 -0.335
C 1.257 -0.121 0.847 -0.159
C -0.242 0.002 -3.173 -0.175
H 0.694 0.435 -3.434 0.051
H -0.396 0.149 3.708 0.017
H 2.163 0.081 1.653 0.114
H 1.307 -1.230 0.722 0.079
H -0.959 1.561 -1.828 0.097
H -1.738 0.000 -1.699 0.052
H 0.822 -0.863 3.228 0.053
H -0.190 1.355 1.658 0.103
H 1.383 0.573 -0.026 0.060
H -0.995 0.368 -3.994 0.107
H -0.197 -1.038 -3.120 0.042
H -0.900 -1.384 2.725 0.101
H -0.866 -0.178 1.061 0.078
H -0.135 0.117 -1.086 0.008
```

Summary:
HOMO-LUMO gap = 11.95 eV
molar mass = 74.17 g/mol
DFT total energy = -5410.5998 eV
lowest unoccupied orbital energy = 1.09 eV